{"formula": "C5H28N2O7S", "method": "ωB97M-V/def2-TZVPD", "smiles": "CN[C@H](CN)CCS.O.O.O.O.O.O.O", "multiplicity": 1, "total_energy_ha": -1241.56844, "gap_ev": 8.9, "e_above_lowest_kcal_mol": 60.0, "species": ["C", "N", "C", "C", "N", "C", "C", "S", "H", "H", "H", "H", "H", "H", "H", "H", "H", "H", "H", "H", "H", "H", "O", "H", "H", "O", "H", "H", "O", "H", "H", "O", "H", "H", "O", "H", "H", "O", "H", "H", "O", "H", "H"], "xyz": [[-1.60643, 1.95202, -0.22621], [-0.77114, 0.75394, -0.47740], [0.72304, 0.99907, -0.57094], [1.19043, 2.42136, -1.08733], [2.57016, 2.67392, -0.47964], [1.22266, -0.17330, -1.48235], [1.40924, -1.45589, -0.71061], [2.31397, -2.77991, -1.66351], [-1.44804, 2.62980, -1.18183], [-1.22848, 2.50488, 0.63282], [-2.66840, 1.74097, -0.13992], [-1.03908, 0.31591, -1.32715], [1.26385, 0.97701, 0.39150], [0.38925, 3.10653, -0.76964], [1.28703, 2.46237, -2.19347], [2.59698, 2.21191, 0.37232], [2.88969, 3.66163, -0.51886], [2.21795, 0.26004, -1.83177], [0.59214, -0.07365, -2.40582], [1.76571, -1.55583, 0.22070], [0.43891, -1.83176, -0.74406], [1.45512, -2.89681, -2.72245], [2.26514, -0.13517, 2.03084], [2.49429, 0.42087, 2.73717], [1.28411, -0.12594, 2.24800], [-2.60378, 2.00954, -2.92736], [-2.45859, 1.83903, -3.82321], [-2.74976, 1.12854, -2.68950], [-3.47360, -0.47916, -2.58559], [-2.91400, -1.26196, -2.39046], [-3.85340, -0.19156, -1.70668], [-1.06913, -0.84700, 2.30704], [-1.38759, 0.09636, 2.55029], [-0.93412, -0.68103, 1.37040], [-3.29221, -1.98594, 0.33377], [-3.04713, -1.83876, 1.26020], [-2.83510, -1.26056, -0.07810], [-0.39641, 1.48673, 3.83677], [-0.03974, 0.82601, 4.50423], [-0.25444, 2.24502, 4.20615], [0.96669, -1.64104, 3.87002], [1.43684, -2.43308, 3.73662], [0.32214, -1.51560, 3.14845]]}